{
  "formula": "C16H44NO7P2SSi4",
  "method": "ωB97M-V/def2-TZVPD",
  "orbital_gap_ev": 4.81,
  "e_tot_ev": -94057.001,
  "charge": -1,
  "e_lumo_ev": 1.600,
  "elements": ["H", "O", "H", "H", "H", "C", "H", "H", "H", "Si", "C", "H", "H", "C", "Si", "C", "H", "N", "C", "H", "C", "O", "H", "O", "H", "C", "H", "P", "H", "C", "H", "C", "H", "H", "H", "O", "S", "C", "H", "H", "C", "H", "H", "P", "H", "H", "H", "H", "C", "Si", "H", "H", "H", "H", "H", "H", "H", "O", "C", "O", "H", "H", "H", "H", "O", "Si", "C", "H", "H", "H", "C", "H", "H", "H", "C"],
  "positions_angstrom": [[-2.024, -3.833, -2.348], [-1.014, -5.452, -0.708], [0.404, -2.045, 0.028], [-0.795, -0.954, -3.737], [-4.052, 5.477, 6.529], [1.845, -5.324, -1.354], [-5.403, 4.373, 6.843], [-0.038, 1.848, 2.789], [-2.050, -1.371, -1.929], [3.809, -0.175, -1.329], [2.425, -4.639, -2.703], [-6.003, 2.101, 5.144], [-1.164, 1.395, 4.067], [-1.032, -3.382, -1.989], [-2.063, 3.289, 2.701], [-0.735, 2.248, 3.537], [3.510, 0.777, -0.264], [-2.987, 4.219, 3.817], [-1.170, 4.470, 1.525], [0.462, 0.346, -4.246], [0.301, -0.642, -3.701], [1.004, -4.400, -0.597], [-2.046, 3.029, 6.603], [1.189, -1.613, -4.350], [-3.512, 1.311, 2.198], [-2.910, 2.458, 6.254], [4.891, -2.351, -3.103], [0.936, 1.732, -1.457], [0.575, 1.394, 0.709], [-0.173, -1.264, -0.585], [-0.575, 3.900, 0.804], [-5.301, 2.376, 4.349], [4.047, -2.931, 0.139], [1.393, -2.446, -6.245], [3.711, 0.386, -3.814], [4.908, -2.586, 0.483], [-0.921, 2.301, -1.784], [-1.428, -2.015, -1.230], [-5.439, 5.431, 5.420], [0.014, -1.162, -6.046], [-3.125, 2.160, 1.631], [-0.159, 2.847, 4.246], [-5.862, 2.901, 3.574], [5.485, -1.547, -0.760], [-0.549, -0.499, 0.189], [5.796, -3.656, -2.111], [-2.532, 1.755, 0.802], [4.473, 1.803, -2.797], [-4.789, 4.824, 6.056], [-3.936, 3.471, 5.044], [-2.121, -2.324, -0.374], [1.802, 2.500, -3.397], [2.904, -3.630, -2.466], [-3.512, 2.190, 7.130], [-3.967, 2.710, 1.204], [-2.557, 1.527, 5.806], [1.517, -4.469, -3.383], [2.498, -1.210, -1.787], [5.763, -2.552, -2.377], [1.909, 2.711, -2.449], [-0.498, 5.132, 2.076], [5.479, 0.304, -3.243], [1.324, -6.316, -1.564], [6.713, -2.198, -2.915], [1.201, 1.978, 0.213], [0.967, -0.422, -1.913], [0.535, -2.066, -5.583], [-1.887, 5.080, 0.969], [2.756, -5.562, -0.716], [-0.408, -3.178, -2.931], [-0.341, -4.457, -1.050], [-4.903, 1.450, 3.930], [3.215, -5.304, -3.197], [-0.203, -2.910, -5.321], [4.427, 0.678, -2.961]]
}